Computed, not measured: a structure of composition C17H13MnN7O8Se, with ωB97M-V/def2-TZVPD.

Structure (XYZ):
```
47
Properties=species:S:1:pos:R:3:forces:R:3:lowdin_spin:R:1
Mn -0.9686 -0.1595 -0.5744 -0.058 -0.026 0.114 0.95
O -1.2386 -3.6883 -2.4337 0.004 -0.029 0.038 -0.01
C -0.7734 -2.6474 -2.0234 -0.010 0.022 -0.119 0.00
O -1.4826 -1.7592 -1.3707 0.026 -0.011 -0.012 0.00
C 0.6847 -2.3282 -2.2907 0.009 -0.015 0.033 0.00
C 1.3691 -3.2311 -3.0928 0.029 -0.021 -0.021 0.00
C 2.6950 -3.0351 -3.4247 -0.050 0.068 0.043 0.00
C 3.3980 -1.9300 -2.9622 0.023 0.006 0.004 0.00
C 2.7264 -1.0619 -2.1504 -0.076 -0.042 -0.007 0.00
C 1.3647 -1.1926 -1.7879 -0.017 0.002 -0.016 0.00
O 0.8533 -0.2500 -1.0534 0.034 0.027 -0.001 0.03
N 3.4245 0.1183 -1.6219 0.040 -0.044 -0.004 0.00
O 3.6808 1.0143 -2.4034 -0.013 0.046 -0.021 0.00
O 3.6966 0.1265 -0.4412 0.002 0.006 0.028 0.00
N 3.3820 -3.9967 -4.2802 0.022 -0.036 0.043 0.00
O 2.7535 -4.9549 -4.6818 -0.024 -0.013 -0.027 0.00
O 4.5543 -3.7856 -4.5372 0.023 0.019 -0.023 0.00
H 0.8340 -4.0948 -3.4602 -0.004 0.003 0.003 0.00
H 4.4316 -1.7757 -3.2355 0.003 0.004 0.002 0.00
N -0.7880 0.4254 1.3426 -0.042 -0.044 0.097 0.00
C -0.5970 0.5686 2.4737 -0.055 0.063 -0.177 0.01
N -0.3489 0.7721 3.7429 0.045 -0.009 0.049 0.01
C 0.5568 -0.1490 4.4519 0.008 -0.029 0.025 0.00
C -0.2669 -1.1613 5.2304 0.017 0.010 -0.016 0.00
O -1.1793 -0.5040 6.0920 0.001 0.002 0.003 0.00
C -2.1027 0.2851 5.3674 0.006 0.015 -0.017 0.00
C -1.3813 1.3795 4.5966 -0.026 -0.017 0.034 0.00
H 1.1631 0.4496 5.1335 -0.002 -0.003 -0.004 0.00
H 1.2108 -0.6316 3.7280 0.001 0.006 0.000 0.00
H 0.3765 -1.7753 5.8582 -0.001 -0.001 -0.003 0.00
H -0.8100 -1.8153 4.5352 0.001 0.001 0.004 0.00
H -2.7899 0.7174 6.0929 -0.001 0.001 -0.003 0.00
H -2.6731 -0.3452 4.6716 0.000 0.001 0.005 0.00
H -0.8775 2.0571 5.2879 -0.005 0.000 -0.003 0.00
H -2.0674 1.9524 3.9753 0.004 0.001 -0.001 0.00
Se -5.0177 2.2255 -1.8282 -0.004 0.003 0.011 0.00
N -4.1215 3.5935 -2.5002 0.000 0.035 -0.033 0.00
C -2.8435 3.3453 -2.2901 -0.036 -0.037 0.031 0.00
C -1.7495 4.1844 -2.6594 0.088 -0.001 0.013 0.01
C -0.5026 3.7582 -2.3435 -0.069 0.079 -0.045 0.00
C -0.3030 2.5055 -1.6836 -0.074 -0.117 -0.019 0.01
N -1.2734 1.7052 -1.3317 0.201 0.099 -0.072 0.00
C -2.5546 2.1090 -1.6135 -0.049 0.044 0.053 0.00
N -3.5791 1.3661 -1.2668 0.001 -0.072 0.012 0.00
H -1.9356 5.1183 -3.1713 0.000 0.004 -0.002 0.00
H 0.3705 4.3423 -2.5960 0.006 0.001 0.000 0.00
H 0.6994 2.1533 -1.4702 0.018 -0.002 0.005 0.00
```
Positions in Å, forces in eV/Å.

Calculated values
frontier orbital gap (alpha / beta) = 6.160 / 6.087 eV
energy relative to the best compared isomer or geometry (same formula, charge and spin) = 18.0 kJ/mol
LUMO (alpha / beta) = -2.0 / -2.0 eV
spin multiplicity = 2
HOMO energy (alpha / beta) = -8.2 / -8.1 eV
E_tot = -141310.074 eV



Computed, not measured: a structure of composition C3H7N2OSe at a distorted geometry, with ωB97M-V/def2-TZVPD.

Structure (XYZ):
```
14
Properties=species:S:1:pos:R:3:forces:R:3:mulliken_charge:R:1
C 1.5639 -0.0907 -1.2457 -1.145 1.064 0.162 0.23
C 2.1559 0.4673 -0.0274 0.970 -0.967 1.361 -0.52
C -0.0600 -0.8052 0.3609 0.302 -1.633 -2.028 0.21
N 0.4666 -0.9106 -0.9041 -1.364 -0.693 0.659 -0.12
N -1.0881 -1.5220 0.7973 -0.029 0.473 0.769 -0.30
O 1.8433 0.2092 -2.3534 0.292 -0.471 -0.760 -0.44
Se 0.9242 0.2571 1.4732 0.209 1.095 0.143 0.21
H 2.9319 -0.2397 0.2574 0.444 0.014 -0.025 0.35
H 2.6170 1.4142 -0.1604 -0.011 0.937 -0.050 0.46
H 0.8518 -3.0111 1.9153 0.119 0.719 0.921 0.13
H -0.0410 -1.3179 -1.6947 0.021 -0.027 0.492 0.29
H -1.3327 -1.3109 1.7570 -0.180 -0.036 -0.027 0.30
H -1.3780 -2.4738 0.5716 0.328 0.523 -0.861 0.28
H 0.8891 -2.4541 2.4566 0.043 -0.999 -0.755 -0.09
```
Positions in Å, forces in eV/Å.

Calculated values
frontier orbital gap = 9.837 eV
energy relative to the best compared isomer or geometry (same formula, charge and spin) = 120.4 kJ/mol
LUMO = -4.7 eV
total charge = +1
HOMO energy = -14.5 eV
E_tot = -73590.722 eV



Computed, not measured: a structure of composition C9H16N at a distorted geometry, with ωB97M-V/def2-TZVPD.

Structure (XYZ):
```
26
Properties=species:S:1:pos:R:3:forces:R:3:mulliken_charge:R:1
C 1.9771 0.7752 0.8233 -2.073 0.247 -2.343 -0.89
C 0.6414 1.5860 1.0862 -0.206 -0.090 -1.441 -0.32
C -1.0295 -1.0176 -0.6552 0.812 0.319 0.425 -1.17
C 1.2944 -0.0956 -0.3868 -0.720 0.747 4.044 0.52
C 0.2512 -0.9240 0.1792 0.682 -1.117 1.461 1.84
C -0.2994 0.4004 0.6310 3.078 1.615 -1.161 -1.00
C 1.4994 0.1157 -1.7956 1.161 -1.212 -1.394 -1.54
C 0.6884 -2.0733 1.1138 -3.187 0.734 -1.783 -1.89
C -2.6904 0.7031 0.3017 -2.540 -4.009 -1.789 -0.96
N -1.4196 0.4192 -0.3281 1.622 -0.118 0.827 0.20
H 2.8169 1.3089 0.3961 0.028 0.371 0.402 0.41
H 2.2138 0.2439 1.7112 0.581 -0.800 0.382 0.26
H 0.3913 1.8848 2.1220 0.488 0.296 -0.692 0.35
H 0.6038 2.4598 0.2996 -0.110 -1.435 1.764 0.25
H -1.0177 -1.0894 -1.7079 0.180 -0.675 -1.086 0.39
H -1.5352 -1.7856 -0.1397 -1.786 -0.392 0.149 0.40
H 2.5270 -0.0788 -2.2066 -0.523 0.750 0.971 0.37
H 1.1200 1.0280 -2.1177 -0.070 2.293 -0.741 0.45
H 0.9668 -0.5810 -2.4071 -0.711 -0.830 -0.117 0.41
H 1.3533 -1.8032 1.8177 2.240 1.376 2.393 0.32
H 1.1746 -2.6946 0.4748 1.736 -2.180 -1.828 0.57
H -0.0375 -2.7047 1.5922 -0.979 0.200 0.181 0.48
H -2.8473 1.6811 0.4771 0.387 3.484 1.485 0.44
H -3.3799 0.6442 -0.6063 -0.048 -0.885 1.528 0.38
H -2.9207 -0.0038 1.2111 0.501 1.431 -2.097 0.27
H -1.2194 1.0167 -1.1525 -0.540 -0.119 0.461 0.45
```
Positions in Å, forces in eV/Å.

Calculated values
frontier orbital gap = 8.712 eV
energy relative to the best compared isomer or geometry (same formula, charge and spin) = 526.3 kJ/mol
LUMO = -3.3 eV
total charge = +1
HOMO energy = -12.0 eV
E_tot = -11070.928 eV